Entry one
The following is a DFT calculation (wB97M-V/def2-TZVPD) of an isolated molecule of C5H6N2O.

Calculated values
SMILES: O[C@H]1[C@H]2C=NN=C[C@@H]12
HOMO level in eV: -9.3088

The geometry in ORCA input format:
```
! RIJCOSX wB97M-V def2-TZVPD def2/J DEFGRID3
* xyz 0 1
O 0.44869 1.78836 -0.40275
C -0.20901 0.65311 -1.03042
C 0.24023 -0.89912 -0.68671
C 1.24891 -1.03070 0.41550
N 1.14194 -0.42486 1.44558
N 0.09035 0.51811 1.61339
C -0.93337 0.39476 0.89295
C -1.00627 -0.33698 -0.41049
H 0.93424 1.16667 0.48675
H -0.36234 0.97454 -2.13120
H 0.14483 -1.52349 -1.53202
H 2.02206 -1.78978 0.68359
H -1.78553 1.01434 1.53780
H -1.97474 -0.50494 -0.88195
*
```

These are the Mulliken partial charges, in e, on atoms 1 to 8: O -0.57; C -0.47; C -0.33; C -0.26; N -0.40; N -0.52; C -0.04; C 0.08

---

Entry two
The following is a DFT calculation (wB97M-V/def2-TZVPD) of an isolated molecule of C5H6N2O.

Calculated values
SMILES: NC1=CC(=O)[C@@H]2N[C@H]12
HOMO level in eV: -8.6216

The geometry in ORCA input format:
```
! RIJCOSX wB97M-V def2-TZVPD def2/J DEFGRID3
* xyz 0 1
N 1.30081 -0.32929 1.76104
C 0.54700 0.05468 0.69514
C -0.05776 1.30484 0.45263
C -0.77609 1.24271 -0.86578
O -1.37544 2.08044 -1.56597
C -0.54873 -0.24306 -1.48650
N -0.96085 -1.30732 -0.64478
C 0.35983 -0.82321 -0.47618
H 1.57530 -1.32504 1.68834
H 1.01906 -0.01136 2.67560
H -0.16460 2.21150 1.06432
H -0.41825 -0.30295 -2.53304
H -1.70365 -1.16203 0.08893
H 1.20337 -1.38992 -0.85375
*
```

These are the Mulliken partial charges, in e, on atoms 1 to 8: N -0.50; C 0.38; C -0.73; C 0.34; O -0.61; C -0.25; N -0.58; C -0.09

---

Entry three
The following is a DFT calculation (wB97M-V/def2-TZVPD) of an isolated molecule of C5H6N2O.

Calculated values
SMILES: [H]/N=C1\C=CC(OC)=N1
HOMO level in eV: -9.8901

The geometry in ORCA input format:
```
! RIJCOSX wB97M-V def2-TZVPD def2/J DEFGRID3
* xyz 0 1
H -0.69040 3.30259 -0.29287
N -0.26535 2.63630 0.37759
C -0.33244 1.46067 -0.06386
C -0.94070 0.93910 -1.34113
C -0.71512 -0.35769 -1.36324
C 0.02403 -0.66245 -0.08544
O 0.46746 -1.89289 0.15292
C 1.19334 -1.98825 1.37966
N 0.24775 0.37790 0.62367
H -1.50443 1.52553 -2.05804
H -0.93427 -1.07884 -2.13511
H 2.05866 -1.32337 1.37617
H 0.59226 -1.67990 2.25583
H 1.48694 -3.05054 1.46588
*
```

These are the Mulliken partial charges, in e, on atoms 1 to 8: H 0.25; N -0.61; C 0.24; C -0.06; C -0.76; C 0.81; O -0.36; C -0.63

---

On energetic grounds, entry three is preferred over the next structure by 0.0305 hartree.

---

Entry one
The following is a DFT calculation (wB97M-V/def2-TZVPD) of an isolated molecule of C5H6N2O.

Calculated values
SMILES: [H]/N=C(/C#C)NCC=O
HOMO level in eV: -9.4422

The geometry in ORCA input format:
```
! RIJCOSX wB97M-V def2-TZVPD def2/J DEFGRID3
* xyz 0 1
H -1.89633 -2.25503 -0.45660
N -2.19628 -1.25218 -0.45281
C -1.27934 -0.48181 -0.07228
C -1.51354 0.95882 -0.08864
C -1.52636 2.18223 0.01495
N -0.08857 -0.97964 0.34737
C 1.09753 -0.16639 0.62084
C 2.01091 0.07200 -0.49458
O 3.20178 0.27207 -0.31548
H -1.78862 3.17159 -0.11854
H 0.00199 -1.93146 0.10229
H 1.72519 -0.66475 1.36833
H 0.71804 0.79204 1.08472
H 1.53360 0.28250 -1.53956
*
```

These are the Mulliken partial charges, in e, on atoms 1 to 8: H 0.19; N -0.73; C 0.33; C -0.31; C 0.13; N -0.23; C -0.55; C 0.15

---

Entry two
The following is a DFT calculation (wB97M-V/def2-TZVPD) of C5H6N2O as an isolated structure.

Calculated values
HOMO level in eV: -9.3320

The geometry in ORCA input format:
```
! RIJCOSX wB97M-V def2-TZVPD def2/J DEFGRID3
* xyz 0 1
C -1.10641 -0.44034 -0.84604
C -0.53078 0.58700 0.68837
C 0.55030 1.53424 0.08048
C 1.19705 -1.07165 0.14286
C -0.25057 -0.89036 0.42137
H -0.35935 0.02926 -1.65294
H -1.93820 -1.22824 -1.32478
H -0.65879 0.86509 1.78364
H 0.19432 2.53582 0.06672
H 1.69688 -1.94898 0.33322
H -0.79406 -1.55843 1.05679
N 1.66189 1.10996 -0.40860
N 2.05434 -0.17442 -0.21699
O -1.71661 0.65106 -0.12409
*
```

These are the Mulliken partial charges, in e, on atoms 1 to 8: C -0.50; C -0.03; C -0.07; C -0.31; C -0.12; H 0.28; H 0.29; H 0.39

---

On energetic grounds, entry one is preferred over the next structure by 0.0393 hartree.

---

Entry one
The following is a DFT calculation (wB97M-V/def2-TZVPD) of an isolated molecule of C3H3NO3.

Calculated values
SMILES: O=C/C=C/[N+](=O)[O-]
HOMO level in eV: -10.7947

The geometry in ORCA input format:
```
! RIJCOSX wB97M-V def2-TZVPD def2/J DEFGRID3
* xyz 0 1
O -2.87903 0.27820 0.45958
C -1.84950 -0.12959 -0.04619
C -0.56374 0.56300 0.06828
C 0.56484 -0.24678 -0.22005
N 1.93150 -0.02124 0.14884
O 2.40008 1.06405 -0.10064
O 2.50856 -1.01803 0.59791
H -1.90587 -0.88035 -0.80626
H -0.66993 1.45619 0.72273
H 0.46308 -1.06545 -0.82420
*
```

These are the Mulliken partial charges, in e, on atoms 1 to 8: O -0.45; C -0.04; C -0.09; C -0.31; N 0.83; O -0.48; O -0.50; H 0.32

---

Entry two
The following is a DFT calculation (wB97M-V/def2-TZVPD) of an isolated molecule of C3H3NO3.

Calculated values
HOMO level in eV: -9.3368

The geometry in ORCA input format:
```
! RIJCOSX wB97M-V def2-TZVPD def2/J DEFGRID3
* xyz 0 1
N -0.57325 1.36326 -0.91526
C -0.42316 0.19467 -0.52042
O 0.65767 -0.64070 -0.67330
C 1.75371 -0.38272 0.09230
O 1.85343 0.54536 0.83323
C -1.85908 -0.21508 1.24003
O -1.46304 -0.53931 0.01967
H 0.27764 1.74374 -1.32889
H 2.50056 -1.16142 -0.09255
H -2.71892 -0.91908 1.37525
*
```

These are the Mulliken partial charges, in e, on atoms 1 to 8: N -0.55; C 0.79; O -0.27; C 0.13; O -0.41; C -0.26; O -0.21; H 0.29

---

On energetic grounds, entry two is preferred over the next structure by 0.0353 hartree.

---

Entry one
The following is a DFT calculation (wB97M-V/def2-TZVPD) of a 2-piece molecular cluster, C6H6N2O2 overall.

Calculated values
SMILES: O=c1cc[nH]c(=O)[nH]1.C#C
HOMO level in eV: -9.5115

The geometry in ORCA input format:
```
! RIJCOSX wB97M-V def2-TZVPD def2/J DEFGRID3
* xyz 0 1
O 1.95262 -0.65393 -0.76452
C 0.89058 -0.10419 -0.73456
C 0.63886 1.16979 -0.12877
C -0.60236 1.74303 0.01321
N -1.61034 0.98735 -0.45124
C -1.58791 -0.29050 -1.11221
O -2.51962 -0.78684 -1.66290
N -0.29993 -0.64544 -1.40654
H 1.45802 1.45237 0.56862
H -0.58146 2.72657 0.63222
H -2.50507 1.52033 -0.55793
H -0.18973 -1.52453 -1.93563
C 1.70502 -0.36861 2.75011
C 1.67968 -1.05155 3.76454
H 1.62269 0.25637 1.86155
H 1.76027 -1.88615 4.54104
*
```

These are the Mulliken partial charges, in e, on atoms 1 to 8: O -0.55; C 0.30; C -0.53; C 0.18; N -0.16; C 0.29; O -0.55; N -0.11

---

Entry two
The following is a DFT calculation (wB97M-V/def2-TZVPD) of a 2-piece molecular cluster, C6H6N2O2 overall.

Calculated values
SMILES: N#CC#CC1=NCCO1.O
HOMO level in eV: -10.1188

The geometry in ORCA input format:
```
! RIJCOSX wB97M-V def2-TZVPD def2/J DEFGRID3
* xyz 0 1
N 4.08769 -1.12176 -0.05179
C 3.06576 -0.64128 0.26364
C 1.69269 -0.41165 0.30511
C 0.48243 -0.35244 0.29130
C -0.95235 -0.33427 0.16430
N -1.69325 -1.36273 0.21837
C -3.07596 -0.88469 0.14399
C -2.95725 0.64886 0.03542
O -1.52679 0.87832 0.05102
H -3.57237 -1.33348 -0.72696
H -3.62273 -1.20383 1.04158
H -3.35358 1.05571 -0.90238
H -3.39376 1.18567 0.88598
O 5.12547 1.56010 -0.35018
H 4.35944 1.75512 -0.90439
H 5.33455 0.56235 -0.46501
*
```

These are the Mulliken partial charges, in e, on atoms 1 to 8: N -0.53; C 0.02; C 0.45; C 0.08; C 0.45; N -0.52; C -0.32; C -0.25

---

On energetic grounds, entry one is preferred over the next structure by 0.0271 hartree.

---

Entry one
The following is a DFT calculation (wB97M-V/def2-TZVPD) of a 2-piece molecular cluster, CH4N3 overall.

Calculated values
HOMO level (spin up / spin down) in eV: -16.8496 / -17.0013

The geometry in ORCA input format:
```
! RIJCOSX wB97M-V def2-TZVPD def2/J DEFGRID3
* xyz 1 1
C 0.18145 0.89452 -0.09276
N 2.16146 -0.44451 -0.01997
N 1.29095 0.23145 -0.07428
N -1.27177 -0.95352 -0.17067
H -0.25668 0.88379 -1.04754
H 0.08204 1.67467 0.61506
H -1.70546 -0.66163 0.61927
H -0.48200 -1.62476 0.17089
*
```

Let us look at the Mulliken charges, expressed in e, one per atom: C -0.30; N -0.17; N 0.50; N -0.42; H 0.39; H 0.40; H 0.30; H 0.30

---

Entry two
The following is a DFT calculation (wB97M-V/def2-TZVPD) of a 2-piece molecular cluster, CH4N3 overall.

Calculated values
HOMO level (spin up / spin down) in eV: -16.4416 / -16.3690

The geometry in ORCA input format:
```
! RIJCOSX wB97M-V def2-TZVPD def2/J DEFGRID3
* xyz 1 1
C 0.48291 -0.37456 -0.06062
N -2.29878 0.27992 -0.05726
N -0.75085 -0.85905 0.15212
N 0.77006 0.91427 0.02265
H -1.31501 -1.72965 0.03029
H 1.26308 -1.07532 -0.18184
H 1.70549 1.10683 -0.11362
H 0.14311 1.73754 0.20828
*
```

Let us look at the Mulliken charges, expressed in e, one per atom: C 0.24; N 0.13; N -0.33; N -0.30; H 0.36; H 0.37; H 0.25; H 0.28

---

On energetic grounds, entry one is preferred over the next structure by 0.0380 hartree.

---

Entry one
The following is a DFT calculation (wB97M-V/def2-TZVPD) of CH4N3 as an isolated structure.

Calculated values
HOMO level in eV: -16.0394

The geometry in ORCA input format:
```
! RIJCOSX wB97M-V def2-TZVPD def2/J DEFGRID3
* xyz 1 1
C 1.87373 -0.64183 -0.02059
N 2.13621 0.58689 0.38175
N 1.20165 0.42158 -0.62544
N -0.51597 0.47933 -0.02460
H 1.96074 -1.68575 0.11240
H -0.77741 1.40885 0.03102
H -0.53131 -0.17031 0.74776
H -1.08610 -0.00538 -0.90343
*
```

Let us look at the Mulliken charges, expressed in e, one per atom: C 0.31; N -0.18; N -0.03; N -0.53; H 0.36; H 0.32; H 0.36; H 0.40

---

Entry two
The following is a DFT calculation (wB97M-V/def2-TZVPD) of an isolated ion of composition CH4N3 and charge +1.

Calculated values
SMILES: [NH2+]=C1NN1
HOMO level in eV: -16.5811

The geometry in ORCA input format:
```
! RIJCOSX wB97M-V def2-TZVPD def2/J DEFGRID3
* xyz 1 1
N -1.21417 0.56721 -0.37755
C 0.02311 0.10499 0.09632
N 0.68683 -1.08406 0.14805
N 1.20893 0.26872 0.59285
H -1.80364 -0.06658 -1.03000
H -1.35924 1.47164 -0.13086
H 0.87331 -1.39869 -0.79364
H 1.58487 0.13677 1.49482
*
```

Let us look at the Mulliken charges, expressed in e, one per atom: N -0.31; C 0.63; N -0.32; N -0.22; H 0.33; H 0.26; H 0.28; H 0.33

---

On energetic grounds, entry two is preferred over the next structure by 0.0602 hartree.

---

Entry one
The following is a DFT calculation (wB97M-V/def2-TZVPD) of CH3I2P as an isolated structure.

Calculated values
HOMO level in eV: -9.3015

The geometry in ORCA input format:
```
! RIJCOSX wB97M-V def2-TZVPD def2/J DEFGRID3
* xyz 0 1
C 0.31217 -0.07827 0.46359
P 0.30657 0.18528 -1.30700
I 1.95959 -1.24672 1.14324
I -1.53903 -0.40821 1.58052
H 0.36886 1.65217 0.78084
H -0.84950 0.87312 -1.01449
H -0.55865 -0.97737 -1.64669
*
```

Let us look at the Mulliken charges, expressed in e, one per atom: C -0.57; P -0.02; I 0.10; I 0.12; H 0.26; H 0.05; H 0.07

---

Entry two
The following is a DFT calculation (wB97M-V/def2-TZVPD) of CH3I2P as an isolated structure.

Calculated values
HOMO level in eV: -9.2437

The geometry in ORCA input format:
```
! RIJCOSX wB97M-V def2-TZVPD def2/J DEFGRID3
* xyz 0 1
C -0.45309 0.32732 0.12157
P 0.97066 -0.86075 0.20316
I -2.20070 -0.91528 0.72327
I -0.58256 1.79291 -1.35681
H -0.30139 1.23036 1.61889
H 1.81631 0.05190 -0.22459
H 0.75078 -1.62645 -1.08549
*
```

Let us look at the Mulliken charges, expressed in e, one per atom: C -0.61; P 0.01; I 0.07; I 0.15; H 0.27; H 0.02; H 0.08

---

On energetic grounds, entry two is preferred over the next structure by 0.0022 hartree.